C3H7NO | ωB97M-V with the def2-TZVPD basis set

The calculation puts the total energy at -6759.61184 eV. The HOMO energy comes out at -0.3537 Eh. The value obtained for the gap between HOMO and LUMO is 0.3905 hartree. Its structure (SMILES) is C1CO1.C=N. The molar mass comes out at 73.09 g/mol. The LUMO energy is 1.0 eV.

Structure (XYZ):
```
12
Properties=species:S:1:pos:R:3:nbo_charge:R:1
C 1.962 -0.701 0.334 -0.109
C 1.935 0.601 -0.329 -0.109
O 0.763 -0.113 -0.073 -0.499
H 2.269 -1.578 -0.224 0.180
H 2.121 -0.751 1.405 0.181
H 2.074 1.501 0.258 0.180
H 2.222 0.674 -1.372 0.181
C -2.645 -0.305 -0.108 -0.044
N -3.246 0.746 0.207 -0.606
H -3.251 -1.175 -0.337 0.148
H -1.563 -0.439 -0.176 0.168
H -2.640 1.540 0.415 0.330
```